Record 1
Below is 5 unconnected molecules or ions with the total composition C29H57F17N6O8PS at a distorted geometry, with properties calculated with ωB97M-V/def2-TZVPD.

Structure (XYZ):
```
119
C29H57F17N6O8PS | the Open Molecules 2025 dataset | ωB97M-V/def2-TZVPD
S 1.439 -1.915 -1.156
P -0.187 -0.747 -4.906
F 1.569 6.545 -1.188
F 3.586 3.873 -0.343
F -2.983 3.498 -1.837
F 5.458 4.315 1.729
F -0.942 5.338 -1.476
F -1.351 2.757 -0.604
F 5.783 6.265 0.755
F 2.892 4.739 2.066
F 0.900 5.316 0.472
F 0.133 5.450 -3.359
F 0.002 2.512 -3.311
F 5.104 6.175 2.823
F 1.097 3.103 -0.991
F 3.026 6.831 1.443
F 2.147 4.178 -2.613
F 3.935 5.887 -1.093
F -1.640 3.807 -3.905
O -5.012 -5.371 -4.870
O 1.887 -3.239 -1.432
O 0.555 0.624 -5.118
O -0.936 -1.080 -6.285
O -2.018 -0.500 1.754
O -0.162 -6.995 2.393
O 2.198 -0.802 -1.638
O 4.871 4.357 7.770
N -1.634 0.242 -1.397
N -2.526 2.254 2.565
N 0.045 -4.240 1.571
N 2.640 3.138 6.382
N 0.771 -1.863 -4.409
N -3.312 -3.095 -4.513
C -3.505 -3.674 -5.855
C -1.861 2.753 -1.855
C 0.750 -6.127 3.031
C -0.293 -1.792 -1.652
C 4.291 4.985 6.646
C -4.444 -2.777 -6.657
C 4.491 3.211 4.802
C 3.206 5.168 -0.218
C 1.226 4.288 -1.638
C 3.561 4.040 5.682
C -6.310 -5.096 -5.374
C -1.011 -1.173 2.508
C -0.137 4.662 -2.304
C -2.286 1.318 -2.183
C -3.080 1.127 3.324
C 1.696 5.334 -0.599
C -2.335 0.773 -3.618
C -3.192 -0.151 2.480
C -0.610 -0.468 -2.310
C -2.274 0.954 4.607
C 2.206 -5.273 1.093
C 3.516 5.594 1.224
C 1.196 -4.930 2.183
C 5.023 5.582 1.611
C 6.125 3.742 7.544
C -1.422 -0.506 -3.609
C -0.889 3.409 -2.861
C 0.414 -7.938 1.504
C -3.948 -5.139 -5.766
H -2.100 1.457 -4.415
H -3.129 2.463 1.773
H -2.372 -0.457 -1.292
H 1.389 -8.281 1.861
H -0.335 -0.460 2.984
H 3.164 2.678 7.121
H 1.738 -5.746 0.232
H 2.682 -4.364 0.732
H -1.361 0.452 -0.431
H -6.590 -4.052 -5.212
H -3.962 0.013 1.721
H -3.342 0.412 -3.770
H -1.648 1.956 2.151
H -2.535 0.024 5.116
H 1.676 -4.224 2.866
H -7.012 -5.719 -4.824
H -3.519 -1.001 3.089
H 6.656 3.722 8.495
H 2.962 4.673 5.020
H -4.163 -3.274 -3.985
H -0.572 -3.921 2.314
H -1.428 -1.845 3.260
H 1.944 3.689 6.876
H -0.862 -1.918 -0.731
H 3.554 5.681 7.055
H 4.925 2.370 5.340
H 5.042 5.586 6.116
H -6.387 -5.338 -6.437
H -3.944 -1.844 -6.927
H 5.302 3.821 4.404
H -2.603 -3.643 -4.029
H -4.756 -3.263 -7.581
H 0.515 -7.529 0.497
H -3.109 -5.720 -5.375
H -0.501 -4.945 1.083
H 1.616 -6.687 3.406
H 0.217 -5.742 3.904
H 0.224 0.223 -2.342
H -0.436 -1.768 1.797
H -2.535 -3.671 -6.364
H -0.259 -8.793 1.454
H 2.989 -5.934 1.468
H -4.100 1.394 3.610
H 3.937 2.798 3.959
H 1.501 0.451 -5.150
H -0.497 -2.626 -2.303
H 0.810 -2.651 -5.038
H -1.200 0.954 4.419
H -2.478 1.777 5.288
H -1.773 -1.524 -6.088
H 1.361 -1.792 0.196
H -4.181 -5.541 -6.759
H -3.310 1.318 -1.829
H 6.723 4.304 6.821
H 6.010 2.711 7.203
H -2.038 -1.393 -3.677
H -5.335 -2.508 -6.092
```

Output
- total charge = +1
- relative energy (zero: lowest compared OMol25 entry of this formula, charge and spin) (kcal per mole) = 0.0
- electronic energy (eV) = -122631.958
- lowest unoccupied orbital energy (eV) = -2.96
- highest occupied orbital energy (eV) = -10.55

Results of the Mulliken charge analysis, in e, for atoms 1 through 8: 1.199 0.717 -0.307 -0.276 -0.338 -0.226 -0.274 -0.361



Record 2
Below is 4 unconnected molecules or ions with the total composition C29H57FN4O4S at a distorted geometry, with properties calculated with ωB97M-V/def2-TZVPD.

Structure (XYZ):
```
96
C29H57FN4O4S | the Open Molecules 2025 dataset | ωB97M-V/def2-TZVPD
S 8.247 -8.513 1.219
F 6.232 -5.643 -2.124
O -0.609 -1.040 0.766
O -1.636 6.126 0.040
O 0.631 -7.085 -0.886
O 7.535 -4.971 -0.491
N -2.698 6.825 0.265
N 0.000 -0.239 1.767
N 8.087 -7.754 -0.210
N 1.541 -6.269 -1.307
C 1.898 -0.438 0.257
C 2.681 -5.520 -3.410
C 3.077 -4.437 -0.536
C -3.579 6.117 1.248
C -0.450 2.555 0.901
C -2.227 -0.342 2.733
C -5.089 5.460 -0.696
C -1.575 1.688 1.458
C 1.706 -5.110 -0.367
C 0.286 -4.869 -2.948
C 6.752 -7.202 -0.360
C -4.346 4.992 0.555
C -0.599 1.193 3.712
C -4.136 6.165 -1.660
C 1.090 0.523 1.121
C -2.211 7.713 -1.974
C -4.202 8.529 -0.783
C -3.316 7.286 -1.016
C 0.466 -3.653 -2.040
C -4.558 7.092 1.923
C 0.910 -7.216 -3.493
C -1.064 0.573 2.379
C -2.718 5.538 2.364
C 1.664 -5.609 1.071
C 6.889 -5.830 -0.976
C 1.350 -5.955 -2.759
C 2.071 1.085 2.177
C 0.597 1.673 0.228
C 0.602 -4.080 -0.584
H -3.814 9.139 0.033
H -1.580 6.877 -2.268
H -0.700 -5.304 -2.753
H 2.691 -5.788 -4.467
H 0.118 2.004 3.595
H -0.353 -4.492 -0.246
H 1.334 -3.064 -2.350
H 0.001 3.164 1.693
H -3.646 4.199 0.276
H -5.348 7.451 1.268
H 0.689 -6.012 1.336
H -2.116 6.316 2.835
H -2.300 2.313 1.999
H -4.216 9.154 -1.676
H -4.695 6.583 -2.502
H -2.986 0.223 3.289
H 2.247 -1.287 0.851
H 3.533 -6.020 -2.948
H 6.181 -7.103 0.567
H 1.304 -0.817 -0.571
H 2.415 -6.384 1.241
H -2.665 8.123 -2.877
H -5.239 8.281 -0.563
H 1.871 -4.774 1.738
H -5.533 4.597 -1.196
H -2.051 4.757 2.006
H -0.859 3.264 0.173
H 3.084 1.145 1.770
H 3.235 -3.720 0.268
H -0.148 0.426 4.343
H 0.851 -7.001 -4.560
H -1.456 1.616 4.246
H 0.160 1.253 -0.682
H -2.116 1.237 0.621
H 1.624 -8.029 -3.344
H 2.103 0.429 3.047
H -5.921 6.117 -0.426
H 6.179 -7.859 -1.019
H 3.180 -3.874 -1.459
H 2.771 0.083 -0.152
H -5.051 6.588 2.754
H 2.847 -4.446 -3.365
H -1.886 -1.170 3.358
H -0.395 -2.991 -2.134
H 9.353 -9.212 0.935
H -4.027 7.957 2.323
H -3.367 5.100 3.123
H -5.046 4.551 1.268
H 1.817 2.093 2.510
H 1.451 2.285 -0.090
H -2.689 -0.756 1.841
H 0.786 -3.200 0.039
H -3.452 5.420 -2.078
H 0.289 -4.560 -3.997
H 3.890 -5.168 -0.499
H -1.578 8.480 -1.526
H -0.070 -7.558 -3.166
```

Output
- 2S+1 = 4
- total charge = -1
- <S²> = 3.7635
- electronic energy (eV) = -58695.200
- lowest unoccupied orbital energy (spin up / spin down) (eV) = 1.81 / 0.65
- highest occupied orbital energy (spin up / spin down) (eV) = -1.87 / -1.87

Results of the Mulliken charge analysis, in e, for atoms 1 through 8: -0.039 -0.233 -0.753 -0.544 -0.655 -0.466 0.412 0.042



Record 3
Below is a molecular structure, C29H57Li3O10 at a distorted geometry, with properties calculated with ωB97M-V/def2-TZVPD.

Structure (XYZ):
```
99
C29H57Li3O10 | the Open Molecules 2025 dataset | ωB97M-V/def2-TZVPD
O -20.992 3.253 22.629
O -16.332 3.222 22.634
O -21.566 3.933 20.555
O -25.658 1.875 20.896
O -21.241 0.959 19.386
O -19.741 2.654 17.788
O -22.213 5.692 26.343
O -26.420 4.184 24.128
O -23.076 3.277 21.953
O -22.201 -0.026 25.808
C -21.143 5.864 25.452
C -20.430 4.993 27.505
C -21.883 3.507 21.670
C -27.829 4.543 24.252
C -21.933 -0.622 20.918
C -25.670 5.265 23.591
C -22.935 1.851 27.009
C -20.105 0.744 20.193
C -26.256 0.936 19.950
C -20.665 -0.050 21.366
C -22.042 -0.185 19.498
C -16.360 1.235 21.531
C -27.848 6.043 24.469
C -23.470 1.836 25.615
C -21.903 5.336 27.690
C -22.612 0.352 27.119
C -19.950 5.968 26.477
C -19.001 1.639 17.115
C -18.939 3.730 18.175
C -15.288 1.284 22.548
C -26.229 0.021 22.145
C -17.573 1.893 17.637
C -25.992 1.513 22.271
C -26.957 -0.057 20.807
C -17.193 2.487 21.761
C -26.648 6.480 23.647
C -14.971 2.761 22.659
C -17.540 3.365 17.718
C -22.535 0.941 24.844
Li -22.431 5.489 19.158
Li -21.815 2.678 18.704
Li -24.291 3.195 20.310
H -18.184 2.335 22.188
H -20.880 0.603 22.211
H -21.063 4.982 24.817
H -27.675 6.245 25.526
H -15.576 0.981 23.554
H -23.480 2.830 25.167
H -17.036 0.382 21.578
H -19.034 5.699 25.952
H -21.609 1.480 24.642
H -20.265 3.960 27.198
H -17.424 3.883 16.766
H -28.017 0.190 20.867
H -26.956 6.765 22.641
H -21.306 6.698 24.769
H -22.747 -0.204 21.511
H -21.784 -0.983 18.802
H -25.399 0.532 19.412
H -19.063 1.673 16.028
H -22.538 4.570 28.133
H -26.859 -0.373 22.943
H -23.673 2.224 27.719
H -24.520 1.556 25.540
H -28.797 6.483 24.165
H -23.051 0.193 19.329
H -16.743 1.468 17.072
H -22.018 -1.709 20.929
H -19.732 1.713 20.527
H -19.352 0.110 19.726
H -24.803 5.387 24.241
H -14.390 0.760 22.220
H -26.914 2.027 22.542
H -26.113 7.333 24.064
H -26.970 1.458 19.313
H -18.933 3.779 19.264
H -19.979 -0.810 21.740
H -28.225 4.029 25.129
H -17.305 3.033 20.824
H -22.942 0.490 23.938
H -23.567 -0.112 27.366
H -19.285 4.676 17.758
H -19.200 0.617 17.439
H -14.464 3.002 23.593
H -17.507 1.454 18.632
H -21.721 3.058 23.223
H -19.799 6.934 26.960
H -14.413 3.234 21.851
H -26.983 -1.076 20.420
H -16.811 3.671 18.469
H -25.242 1.848 22.987
H -25.366 5.111 22.556
H -21.992 6.253 28.273
H -22.004 2.394 27.170
H -19.979 5.178 28.480
H -28.398 4.255 23.368
H -21.943 0.045 27.924
H -25.325 -0.570 22.000
H -15.840 1.251 20.573
```

Output
- total charge = +2
- relative energy (zero: lowest compared OMol25 entry of this formula, charge and spin) (kcal per mole) = 71.0
- electronic energy (eV) = -52072.453
- lowest unoccupied orbital energy (eV) = -8.68
- highest occupied orbital energy (eV) = -12.89

Results of the Mulliken charge analysis, in e, for atoms 1 through 8: -0.073 -0.506 -0.726 -0.221 -0.208 -0.189 -0.394 -0.308



Record 4
Below is 2 unconnected molecules or ions with the total composition C29H58BrN6O2P2S at a distorted geometry, with properties calculated with ωB97M-V/def2-TZVPD.

Structure (XYZ):
```
99
C29H58BrN6O2P2S | the Open Molecules 2025 dataset | ωB97M-V/def2-TZVPD
Br -6.090 2.103 4.028
S -1.404 -2.707 3.201
P -2.036 -1.736 1.691
P 7.522 -1.456 -0.236
O 3.113 -2.488 -0.087
O 6.788 -1.173 1.030
N -3.785 -1.375 1.726
N 7.745 -2.416 -1.643
N -5.631 -0.152 2.392
N 6.970 -0.148 -1.194
N -3.373 0.431 3.096
N 9.161 -1.304 0.195
C 8.619 -3.597 -1.508
C -4.830 3.452 1.224
C -0.647 2.315 -1.291
C -8.732 -1.777 0.339
C -8.207 -0.786 1.146
C 0.843 0.255 -1.144
C -8.884 -1.580 -1.032
C 10.148 -0.471 -0.459
C -2.396 4.160 -0.939
C 2.171 -0.338 -0.645
C -1.219 3.380 -0.358
C -5.905 1.292 2.190
C 9.614 -2.093 1.332
C -4.676 1.935 1.523
C 3.388 -3.250 1.076
C -7.231 1.566 1.453
C 0.607 1.691 -0.672
C -4.873 3.775 -0.279
C -8.471 -0.364 -1.563
C -3.427 1.765 2.402
C 7.792 0.608 -2.119
C -3.664 3.279 -1.070
C 6.456 -2.891 -2.206
C 5.947 0.706 -0.609
C -7.928 0.618 -0.750
C 1.961 -1.680 0.057
C -7.786 0.431 0.619
C -4.254 -0.387 2.416
C -9.493 -2.645 -1.907
H 6.636 -3.398 -3.154
H 5.184 0.113 -0.114
H -1.936 -2.385 0.456
H 5.447 1.285 -1.390
H -3.392 2.248 -0.828
H -7.107 2.423 0.796
H -8.594 -0.175 -2.622
H -8.130 -0.983 2.208
H 10.138 -0.584 -1.545
H 1.481 2.319 -0.851
H 7.152 1.145 -2.826
H 5.945 -3.586 -1.533
H 10.558 -1.711 1.717
H -4.048 4.020 1.729
H 6.362 1.412 0.122
H -1.573 2.858 0.533
H -2.620 5.055 -0.357
H 8.891 -2.052 2.149
H -5.771 3.782 1.668
H -7.994 1.856 2.172
H -10.041 -2.161 -2.715
H 5.795 -2.049 -2.397
H -4.524 1.455 0.551
H 11.151 -0.757 -0.141
H -5.804 3.369 -0.683
H 9.764 -3.151 1.075
H 8.425 -0.042 -2.720
H 2.697 0.312 0.053
H 1.130 -2.220 -0.422
H -5.992 -0.416 3.310
H 8.416 1.352 -1.610
H 9.648 -3.297 -1.326
H -4.467 -1.919 1.201
H -4.928 4.858 -0.399
H 1.731 -1.531 1.118
H -9.037 -2.723 0.769
H 2.824 -0.553 -1.490
H -3.380 2.552 3.149
H 8.302 -4.274 -0.709
H 3.596 -2.619 1.942
H -3.676 0.545 4.060
H -10.243 -3.187 -1.332
H 0.826 0.257 -2.235
H 10.020 0.590 -0.219
H -8.753 -3.331 -2.313
H -7.640 1.561 -1.200
H -3.950 3.265 -2.122
H 0.481 1.658 0.418
H -2.524 1.852 1.804
H -1.378 1.504 -1.384
H -0.426 4.059 -0.038
H 4.253 -3.871 0.853
H -1.457 -0.474 1.536
H 2.542 -3.916 1.280
H 0.023 -0.355 -0.750
H 8.608 -4.151 -2.446
H -2.116 4.492 -1.940
H -0.429 2.720 -2.279
```

Output
- total charge = +1
- electronic energy (eV) = -143498.213
- lowest unoccupied orbital energy (eV) = -4.29
- highest occupied orbital energy (eV) = -9.50

Results of the Mulliken charge analysis, in e, for atoms 1 through 8: 0.050 -0.307 0.321 0.806 -0.293 -0.905 -0.112 0.044